{
  "formula": "C68H166N12O24",
  "method": "ωB97M-V with the def2-TZVPD basis set",
  "largest_force_ev_per_a": 5.5,
  "e_tot_ev": -140187.232,
  "charge": 2,
  "symbols": ["C", "C", "N", "C", "C", "C", "C", "C", "O", "C", "H", "H", "H", "H", "H", "H", "H", "H", "H", "H", "H", "H", "H", "H", "H", "H", "H", "H", "H", "H", "C", "C", "N", "C", "C", "C", "C", "C", "O", "C", "H", "H", "H", "H", "H", "H", "H", "H", "H", "H", "H", "H", "H", "H", "H", "H", "H", "H", "H", "H", "C", "C", "N", "C", "C", "C", "C", "C", "O", "C", "H", "H", "H", "H", "H", "H", "H", "H", "H", "H", "H", "H", "H", "H", "H", "H", "H", "H", "H", "H", "C", "C", "N", "C", "C", "C", "C", "C", "O", "C", "H", "H", "H", "H", "H", "H", "H", "H", "H", "H", "H", "H", "H", "H", "H", "H", "H", "H", "H", "H", "C", "C", "N", "C", "C", "C", "C", "C", "O", "C", "H", "H", "H", "H", "H", "H", "H", "H", "H", "H", "H", "H", "H", "H", "H", "H", "H", "H", "H", "H", "C", "C", "N", "C", "C", "C", "C", "C", "O", "C", "H", "H", "H", "H", "H", "H", "H", "H", "H", "H", "H", "H", "H", "H", "H", "H", "H", "H", "H", "H", "C", "C", "N", "C", "C", "C", "C", "C", "O", "C", "H", "H", "H", "H", "H", "H", "H", "H", "H", "H", "H", "H", "H", "H", "H", "H", "H", "H", "H", "H", "C", "C", "N", "C", "C", "C", "C", "C", "O", "C", "H", "H", "H", "H", "H", "H", "H", "H", "H", "H", "H", "H", "H", "H", "H", "H", "H", "H", "H", "H", "N", "O", "O", "O", "N", "O", "O", "O", "N", "O", "O", "O", "N", "O", "O", "O", "C", "C", "O", "O", "H", "H", "H", "C", "C", "O", "O", "H", "H", "H"],
  "xyz": [[-0.65749, 1.74144, 0.55043], [0.79574, 1.31982, 0.36924], [1.14367, -0.09731, -0.14328], [-0.02401, -1.06180, -0.31554], [1.73688, 0.05638, -1.52466], [0.77409, 0.75984, -2.55202], [2.21809, -0.81532, 0.74189], [1.75204, -1.58164, 2.05052], [0.87046, -0.73792, 2.74143], [-0.08981, -1.31945, 3.64323], [-0.71357, 2.73482, 0.99558], [-1.13908, 1.02833, 1.21949], [-1.18650, 1.84580, -0.39686], [1.18914, 1.38049, 1.38396], [1.32962, 2.12554, -0.13464], [-0.83392, -0.65866, -0.92351], [-0.39506, -1.31430, 0.67777], [0.34003, -2.01424, -0.70081], [2.05380, -0.92242, -1.88469], [2.59785, 0.71744, -1.42552], [0.21754, -0.03518, -3.04831], [1.27062, 1.14971, -3.44060], [0.08669, 1.50048, -2.14332], [2.93509, -0.08968, 1.12589], [2.63480, -1.55663, 0.06005], [2.60112, -1.74272, 2.71477], [1.30203, -2.53889, 1.78734], [-0.31765, -0.74683, 4.54228], [0.11954, -2.32884, 3.99733], [-1.02593, -1.38590, 3.08882], [4.33481, -6.21227, 4.64769], [3.76950, -6.69018, 3.24736], [2.28523, -6.33655, 2.99217], [1.99177, -4.81912, 3.29298], [2.04160, -6.59058, 1.43743], [2.55583, -5.49665, 0.40564], [1.35478, -7.24344, 3.81243], [-0.11884, -6.76601, 4.03689], [-0.81738, -6.58893, 2.81022], [-1.37998, -7.80225, 2.26686], [3.81508, -6.67206, 5.48826], [4.14637, -5.14237, 4.73661], [5.37317, -6.51224, 4.78882], [3.83173, -7.76911, 3.10552], [4.35009, -6.26702, 2.42763], [2.76154, -4.24682, 2.77527], [1.97425, -4.57912, 4.35609], [0.98596, -4.72617, 2.88334], [0.96299, -6.69541, 1.32034], [2.46714, -7.51941, 1.05756], [3.57788, -5.17949, 0.61286], [1.86800, -4.65293, 0.34987], [2.60837, -5.74823, -0.65362], [1.85767, -7.35668, 4.77284], [1.47878, -8.28921, 3.53120], [-0.07968, -5.84402, 4.61697], [-0.60705, -7.58236, 4.56917], [-2.10435, -8.35763, 2.86264], [-0.59371, -8.50182, 1.98316], [-1.95506, -7.59123, 1.36528], [4.72079, -2.50396, 6.38710], [4.13390, -1.37354, 5.55719], [5.04110, -0.09605, 5.51812], [5.30445, 0.44474, 6.92771], [6.47060, -0.40257, 5.01662], [7.41328, 0.77163, 4.63095], [4.35246, 0.95407, 4.52179], [2.82579, 1.16043, 4.74162], [2.62213, 1.69693, 6.02268], [1.27172, 2.05697, 6.31009], [3.94132, -3.25653, 6.50611], [4.93047, -2.17438, 7.40470], [5.52156, -2.97027, 5.81314], [3.24519, -1.07855, 6.11512], [4.02725, -1.65538, 4.50967], [5.89005, 1.36241, 6.98309], [5.74114, -0.34398, 7.54034], [4.34176, 0.60601, 7.41279], [6.47028, -0.97538, 4.08926], [6.99643, -0.97722, 5.77910], [8.44655, 0.46665, 4.46532], [7.44438, 1.55646, 5.38671], [7.03475, 1.28993, 3.74994], [4.63499, 0.60793, 3.52758], [4.93905, 1.84976, 4.72612], [2.30976, 0.21489, 4.57499], [2.42345, 1.80245, 3.95802], [1.26590, 2.07871, 7.39986], [0.55839, 1.25878, 6.10479], [0.97677, 3.05071, 5.97306], [4.45054, 2.71303, -2.64760], [4.17767, 3.88875, -3.64540], [4.05908, 5.29651, -3.02218], [3.63575, 6.19773, -4.17206], [2.97275, 5.29600, -1.91806], [1.57558, 4.76010, -2.27292], [5.39909, 5.84175, -2.41289], [6.48491, 6.23874, -3.41886], [6.79979, 5.13989, -4.32559], [7.88002, 5.39382, -5.26464], [3.69812, 2.70134, -1.85904], [5.40503, 2.86033, -2.14225], [4.53720, 1.69208, -3.01940], [3.22655, 3.68943, -4.13910], [4.88710, 3.98401, -4.46743], [3.50227, 7.21053, -3.79189], [2.60229, 5.92396, -4.38442], [4.21472, 6.13504, -5.09345], [2.92113, 6.29109, -1.47620], [3.34859, 4.60194, -1.16632], [1.58131, 3.70300, -2.53866], [1.08007, 5.34950, -3.04440], [0.86310, 4.82875, -1.45088], [5.84879, 5.14303, -1.70744], [5.19344, 6.75254, -1.85051], [7.34019, 6.37884, -2.75782], [6.10381, 7.10806, -3.95472], [7.61526, 4.74041, -6.09594], [8.86811, 5.15045, -4.87408], [7.92625, 6.43966, -5.56827], [4.37888, 1.47246, -6.69098], [4.97650, 0.17711, -5.97254], [3.97787, -1.05555, -5.95237], [2.63851, -0.52696, -5.28355], [3.75517, -1.60162, -7.32399], [2.62838, -2.60460, -7.42570], [4.66931, -2.18219, -5.03631], [4.54926, -1.99892, -3.52596], [5.07699, -0.74966, -3.12171], [5.35738, -0.74091, -1.75664], [5.10987, 2.28071, -6.66902], [3.58170, 1.89340, -6.07827], [4.07311, 1.37874, -7.73300], [5.13086, 0.52015, -4.94950], [5.91725, -0.13154, -6.42840], [2.12631, 0.13194, -5.98470], [3.04508, -0.07011, -4.38129], [1.93000, -1.30015, -4.98644], [4.75939, -1.90434, -7.62065], [3.50736, -0.66042, -7.81472], [2.93415, -3.53173, -6.94089], [2.34158, -2.92624, -8.42690], [1.66598, -2.22292, -7.08483], [5.72525, -2.19567, -5.30633], [4.16976, -3.09784, -5.35275], [5.05921, -2.82690, -3.03351], [3.53469, -2.08071, -3.13601], [6.25754, -1.29739, -1.49561], [4.46704, -1.10015, -1.24056], [5.58338, 0.32225, -1.67467], [-4.62998, -6.35717, 3.96999], [-5.25846, -5.06091, 3.40341], [-4.24232, -4.09348, 2.70055], [-3.05981, -3.98398, 3.70705], [-3.78841, -4.73041, 1.37951], [-2.72881, -4.04420, 0.51630], [-4.84636, -2.67909, 2.58761], [-5.85789, -2.47993, 1.46147], [-6.92925, -3.43871, 1.46534], [-7.76170, -3.31757, 0.29689], [-5.45622, -7.03392, 4.18778], [-4.04856, -6.24870, 4.88558], [-4.10552, -6.97008, 3.23693], [-5.78359, -4.47076, 4.15444], [-6.08711, -5.29293, 2.73438], [-3.25652, -3.85637, 4.77153], [-2.44409, -3.15314, 3.36253], [-2.41064, -4.85379, 3.60648], [-4.72298, -4.84558, 0.83051], [-3.35912, -5.69320, 1.65668], [-3.33690, -3.32205, -0.02851], [-2.18045, -4.80782, -0.03533], [-2.04765, -3.45852, 1.13363], [-3.98190, -2.06873, 2.32630], [-5.18429, -2.43163, 3.59392], [-5.35858, -2.48879, 0.49261], [-6.33622, -1.50417, 1.54624], [-8.37484, -4.17133, 0.00835], [-7.11578, -3.26285, -0.57941], [-8.35828, -2.40898, 0.37847], [-4.36152, 4.46701, 0.27775], [-5.22413, 4.32345, 1.51562], [-4.78554, 3.30305, 2.62991], [-4.47077, 1.93721, 1.94424], [-3.43402, 3.82440, 3.24298], [-2.96684, 3.03039, 4.54922], [-5.90040, 3.21421, 3.73860], [-7.32905, 3.12202, 3.24868], [-7.48857, 2.22584, 2.15424], [-8.74611, 2.31238, 1.45428], [-4.13085, 3.54394, -0.25407], [-3.34417, 4.77055, 0.52465], [-4.86941, 5.12420, -0.42813], [-6.16107, 3.87564, 1.18441], [-5.39182, 5.30187, 1.96583], [-3.62692, 2.04859, 1.26335], [-5.34204, 1.56522, 1.40515], [-4.24710, 1.27239, 2.77855], [-3.48605, 4.84460, 3.62321], [-2.63487, 3.82331, 2.50172], [-3.56375, 3.03884, 5.46121], [-2.16621, 3.66711, 4.92564], [-2.40313, 2.12072, 4.34227], [-5.75014, 4.06570, 4.40230], [-5.63533, 2.32886, 4.31653], [-7.75183, 4.08586, 2.96520], [-8.00139, 2.64779, 3.96364], [-9.54847, 1.88112, 2.05289], [-8.57400, 1.74740, 0.53816], [-8.99320, 3.33266, 1.16090], [-9.28252, 3.64571, -4.77471], [-7.68196, 3.60844, -4.79986], [-7.04880, 2.94981, -3.47057], [-7.22095, 3.86996, -2.23768], [-7.74271, 1.53584, -3.33986], [-7.33381, 0.84651, -2.04161], [-5.50120, 2.65791, -3.60830], [-4.68023, 3.86453, -4.07001], [-3.37934, 3.44010, -4.34309], [-2.52451, 3.02881, -3.36867], [-9.76208, 4.06979, -3.89251], [-9.73723, 2.67256, -4.96000], [-9.63061, 4.15239, -5.67483], [-7.25120, 4.60240, -4.92066], [-7.32512, 3.02327, -5.64741], [-6.63138, 3.47426, -1.41067], [-8.28961, 3.97286, -2.04930], [-6.80491, 4.79460, -2.63773], [-7.47416, 0.96904, -4.23133], [-8.81893, 1.70825, -3.32842], [-7.45258, 1.51408, -1.18818], [-6.32456, 0.43504, -2.02746], [-7.85968, -0.08620, -1.83762], [-5.51610, 1.84448, -4.33371], [-5.05472, 2.35696, -2.66058], [-4.67939, 4.65411, -3.31856], [-5.06632, 4.27085, -5.00485], [-2.80581, 3.45755, -2.40682], [-1.55918, 3.51488, -3.51001], [-2.30270, 1.96250, -3.41201], [0.98433, 4.01769, -5.75951], [0.55368, 5.03877, -5.35269], [1.24734, 3.91139, -6.91979], [1.10373, 3.06140, -4.97120], [0.02760, 5.62975, 1.41943], [0.00742, 5.12198, 2.55517], [0.69988, 6.61467, 1.17133], [-0.83668, 5.31237, 0.65666], [5.69830, -2.74530, 1.83707], [5.20070, -1.68368, 1.49895], [6.69397, -3.15398, 1.28931], [5.26581, -3.38223, 2.77185], [4.90633, 3.05158, 1.13247], [4.47155, 1.98065, 0.59921], [5.22821, 3.10800, 2.31381], [5.10434, 4.05225, 0.41210], [-3.52175, -1.27201, -2.14697], [-3.49366, -0.31014, -0.93212], [-3.12674, -0.70092, 0.13722], [-3.86470, 0.88610, -1.11249], [-4.06202, -2.21024, -2.02071], [-2.49781, -1.51262, -2.43289], [-3.92089, -0.69144, -2.97867], [-0.11474, -3.48424, -3.81969], [1.34150, -3.71654, -3.39762], [1.71637, -3.46477, -2.24437], [2.12510, -4.13659, -4.31318], [-0.63504, -4.39440, -4.11803], [-0.21566, -2.82386, -4.68097], [-0.70663, -3.10752, -2.98552]]
}